C22H32O5 | ωB97M-V/def2-TZVPD

CARTESIAN COORDINATES (ANGSTROEM)
1 O -4.346 3.287 -0.485
2 O -3.547 -2.225 0.889
3 O -3.679 0.512 -0.111
4 O -2.655 0.780 -2.096
5 O 3.278 -1.268 -0.257
6 C 1.456 -2.842 -1.891
7 C 0.120 1.403 -0.032
8 C -0.120 0.051 -0.273
9 C -0.868 -2.541 -1.083
10 C -2.218 2.310 -0.296
11 C 3.945 1.421 0.255
12 C 2.228 -0.411 -0.204
13 C 2.509 0.945 0.063
14 C 4.755 1.130 -1.016
15 C 4.030 2.929 0.520
16 C 4.567 0.703 1.460
17 C -4.727 -1.535 0.547
18 C 0.603 -2.336 -0.698
19 C 0.908 -0.865 -0.391
20 C 0.864 -3.176 0.565
21 C -3.719 -3.108 1.968
22 C -2.710 4.682 0.531
23 C -0.920 2.399 0.058
24 C 1.444 1.819 0.140
25 C -3.195 3.406 -0.120
26 C -2.840 1.116 -0.956
27 C -4.432 -0.587 -0.606
28 H -2.757 -3.589 2.133
29 H -1.023 -3.585 -1.349
30 H -1.130 -1.925 -1.941
31 H 1.877 -3.067 0.948
32 H -1.927 5.137 -0.071
33 H 3.502 3.201 1.431
34 H 0.838 -3.437 -2.559
35 H -1.137 -0.280 -0.348
36 H -5.366 -0.207 -1.031
37 H 1.849 -2.013 -2.477
38 H 2.965 -2.145 -0.503
39 H -4.021 -2.573 2.876
40 H -2.320 4.477 1.525
41 H 1.619 2.864 0.328
42 H 3.631 3.501 -0.314
43 H 4.812 0.064 -1.206
44 H -5.508 -2.248 0.241
45 H 4.613 -0.367 1.295
46 H 5.074 3.207 0.646
47 H -3.546 5.372 0.607
48 H 5.767 1.513 -0.906
49 H 3.978 0.894 2.355
50 H -1.541 -2.315 -0.260
51 H -3.858 -1.098 -1.387
52 H -0.577 3.346 0.457
53 H 2.279 -3.487 -1.582
54 H -4.474 -3.870 1.740
55 H -5.093 -0.958 1.408
56 H 5.578 1.068 1.627
57 H 0.181 -2.865 1.353
58 H 0.689 -4.229 0.355
59 H 4.293 1.615 -1.874

The HOMO energy is -0.2997 Ha. As for the HOMO-LUMO gap: 0.2994 Ha. Its SMILES is COCCOC(=O)/C(=C\c1cc(C(C)(C)C)c(O)c(C(C)(C)C)c1)C(C)=O. For the LUMO energy, the calculation gives -0.01 eV. Its calculated total energy is -1233.69580 hartree.


C22H33AsF14N4OS5Sb2TeTi | ωB97M-V/def2-TZVPD

CARTESIAN COORDINATES (ANGSTROEM)
1 Te 0.898 -3.653 0.099
2 Sb 1.131 1.959 1.416
3 Sb 2.581 -0.419 1.408
4 As -4.810 -3.539 -0.490
5 Ti -1.649 -2.047 0.681
6 S -5.094 0.345 -1.001
7 S -5.364 2.921 0.379
8 S -4.617 5.302 1.996
9 S -2.742 3.083 1.393
10 S -1.674 0.603 0.167
11 F 1.379 -3.746 1.904
12 F 2.761 -3.491 -0.182
13 F -5.824 -4.769 -1.133
14 F -2.460 -2.230 3.546
15 F -4.683 -2.722 -2.017
16 F -1.540 -2.152 -1.162
17 F -3.377 -4.411 -0.864
18 F -1.449 -3.810 1.152
19 F -6.150 -2.539 -0.086
20 F -3.714 -2.224 0.210
21 F 1.014 -5.573 0.253
22 F -3.504 -0.563 2.648
23 F -1.427 -0.365 3.229
24 F -4.832 -4.227 1.087
25 O 0.122 -1.859 0.824
26 N 0.921 -0.234 -1.866
27 N 0.736 -2.143 -2.884
28 N -0.164 -1.305 -3.392
29 N 1.375 -1.498 -1.978
30 C -2.324 -1.229 2.631
31 C 3.529 3.213 5.632
32 C 3.363 2.828 3.247
33 C 4.196 2.005 5.781
34 C 4.293 0.727 2.219
35 C 0.059 2.344 3.193
36 C 3.120 3.614 4.370
37 C 1.889 -0.952 3.366
38 C -4.310 1.580 -0.035
39 C -4.274 3.847 1.316
40 C -0.661 -1.553 -5.823
41 C 0.533 -2.444 -6.152
42 C -1.135 -1.746 -4.383
43 C 4.047 1.607 3.394
44 C 4.451 1.218 4.670
45 C 4.267 0.335 -1.508
46 C -3.057 1.640 0.444
47 C -0.045 -0.140 -2.749
48 C -3.944 0.138 -2.374
49 C 0.528 3.161 -0.216
50 C 2.827 3.222 1.912
51 C -0.361 -0.087 -6.124
52 H -4.522 -0.377 -3.141
53 H -1.335 -2.793 -4.161
54 H 2.526 -1.769 3.704
55 H 3.713 1.261 -1.547
56 H -3.616 1.110 -2.744
57 H 4.998 -0.066 2.483
58 H 3.800 -0.571 -1.857
59 H 0.293 -3.498 -6.006
60 H 3.324 3.837 6.492
61 H -0.156 0.053 -7.186
62 H 2.591 4.553 4.248
63 H 3.562 3.097 1.115
64 H 0.519 0.252 -5.572
65 H -0.685 0.709 -2.914
66 H 0.841 -2.302 -7.189
67 H 4.723 1.268 1.376
68 H 1.428 3.474 -0.741
69 H 0.016 3.424 3.338
70 H 0.628 1.883 3.999
71 H 4.972 0.274 4.789
72 H 0.865 -1.305 3.292
73 H -3.103 -0.483 -2.076
74 H 2.486 4.258 1.901
75 H -1.200 0.558 -5.855
76 H 5.248 0.309 -1.061
77 H 1.962 -0.123 4.069
78 H 0.007 4.026 0.193
79 H -0.133 2.588 -0.857
80 H 4.516 1.676 6.762
81 H -2.050 -1.188 -4.196
82 H -0.928 1.910 3.148
83 H -1.509 -1.863 -6.442
84 H 1.385 -2.207 -5.512

The HOMO energy (alpha / beta) is -0.1929 / -0.1929 Ha. As for the HOMO-LUMO gap (alpha / beta): 0.2488 / 0.2388 Ha. The spin multiplicity is 2. For the LUMO energy (alpha / beta), the calculation gives 1.52 / 1.25 eV. As for the charge: -1. Its calculated total energy is -8375.48759 hartree.